No. 1
Entry from the Open Molecules 2025 dataset: a structure of composition C20H17BClCuF4I2N2O (ωB97M-V with the def2-TZVPD basis set).

```
49
Properties=species:S:1:pos:R:3:mulliken_spin:R:1
Cu 0.81362 -0.86543 -0.18963 0.75
I -6.42749 -0.64274 2.09018 0.00
C -4.49449 -1.11338 1.44999 0.00
C -3.91557 -2.31657 1.82781 0.00
C -2.62958 -2.59358 1.40356 0.00
I -1.72416 -4.37217 2.02090 0.00
C -1.86131 -1.71665 0.59413 -0.01
O -0.65860 -2.02702 0.25865 0.05
C -2.49370 -0.49109 0.23667 -0.01
C -1.81712 0.50850 -0.67395 0.00
N -0.48358 0.91151 -0.18913 0.00
C -0.52568 1.56146 1.11274 0.01
C -0.24277 0.60067 2.25121 0.00
C -0.88797 0.72683 3.47493 0.00
C -0.58982 -0.16651 4.48624 0.00
C 0.34827 -1.16091 4.25349 0.00
C 0.94073 -1.21763 3.00583 0.00
N 0.65524 -0.35674 2.02965 0.02
C -3.78537 -0.21730 0.66642 0.00
H -4.44910 -3.02220 2.44897 0.00
H -1.70776 0.10333 -1.67855 0.00
H -2.46631 1.39043 -0.73978 0.00
H -0.01738 1.48386 -0.88544 0.00
H 0.22181 2.35663 1.14105 0.00
H -1.50528 2.01937 1.28842 0.00
H -1.63952 1.49434 3.60996 0.00
H -1.09958 -0.10323 5.43943 0.00
H 0.59570 -1.89376 5.00881 0.00
H 1.65632 -1.99451 2.76230 0.00
H -4.24090 0.72280 0.37711 0.00
Cl 2.65512 2.74526 0.00866 0.00
C 2.98367 1.91664 -1.51737 0.04
C 3.18034 2.70971 -2.63783 -0.02
C 3.41203 2.11256 -3.86322 0.04
C 3.44622 0.72460 -3.93978 -0.02
C 3.25992 -0.04063 -2.80565 0.04
C 3.01112 0.52438 -1.54812 -0.04
C 2.73297 -0.31575 -0.36428 0.15
H 3.12900 3.78646 -2.54122 0.00
H 3.53320 2.72172 -4.74944 0.00
H 3.58380 0.23542 -4.89489 0.00
H 3.24852 -1.12084 -2.88484 0.00
H 2.99770 0.16880 0.57201 -0.01
H 3.22307 -1.29274 -0.44152 -0.01
F 0.71279 -0.88116 -4.61677 0.00
B -0.00258 -0.49171 -3.49212 0.01
F 0.57515 -1.13673 -2.32634 0.01
F 0.09426 0.89593 -3.25966 0.00
F -1.34497 -0.87024 -3.57961 0.00
```

The calculation puts the HOMO energy (spin up / spin down) at -4.85 / -5.01 eV. Its gap between HOMO and LUMO (spin up / spin down) is 0.258 / 0.264 Eh. Its spin multiplicity is 2. The net charge is -1. The expectation value of S² is 0.755. For the energy relative to the best compared isomer or geometry (same formula, charge and spin), the calculation gives 0.0 kcal/mol. For the largest force on an atom, the calculation gives 0.50 eV Å⁻¹.

---

No. 2
Entry from the Open Molecules 2025 dataset: a structure of composition C20H17I2NO5ReSbSe4 (ωB97M-V with the def2-TZVPD basis set).

```
51
Properties=species:S:1:pos:R:3:lowdin_charge:R:1
Re 0.76937 -0.82717 0.75556 1.02
I -2.58596 -3.83726 -1.83024 1.05
C -0.51958 -3.82418 -1.88903 -0.63
C 0.19402 -4.72395 -2.70026 -0.18
C 1.56514 -4.69620 -2.76855 -0.64
I 2.53388 -6.06379 -3.99454 1.05
C 2.29423 -3.73075 -2.01962 -0.19
C 3.68511 -3.53847 -2.05478 0.02
C 4.26097 -2.53767 -1.30454 0.00
C 3.46473 -1.72341 -0.50918 -0.09
N 2.14112 -1.87523 -0.43832 -0.10
C 1.55646 -2.86909 -1.18717 -0.15
C 0.16059 -2.91514 -1.10589 -0.41
O -0.41200 -1.98667 -0.33278 -0.29
H -0.35847 -5.44686 -3.28464 0.10
H 4.29782 -4.17476 -2.68062 0.09
H 5.32830 -2.37291 -1.32262 0.13
H 3.90339 -0.94399 0.09529 0.09
Se 1.68777 1.52965 5.67399 0.07
Sb 3.13812 0.38350 4.29060 0.51
Se 0.78457 -2.52832 2.39170 0.35
Se 2.16968 0.93682 1.30788 0.76
Se 1.95267 -2.18487 4.26212 0.07
C -2.12373 1.18253 3.52234 -0.11
C -2.77810 1.56269 2.17012 -0.10
C -2.21406 0.55829 1.17723 -0.12
O -0.92087 0.19749 1.75673 -0.37
C -1.17501 0.03874 3.17935 -0.20
H -2.85455 0.86211 4.26144 0.13
H -1.57119 2.02186 3.93983 0.11
H -2.50256 2.57481 1.87893 0.12
H -3.86335 1.50368 2.20442 0.13
H -2.05576 0.95925 0.18411 0.10
H -2.82408 -0.34391 1.10332 0.15
H -0.22430 0.08221 3.70586 0.03
H -1.63923 -0.93728 3.34407 0.13
O -1.73601 1.28564 -2.41550 0.11
C -1.48065 2.53780 -2.01664 -0.23
C -2.26515 3.54422 -2.57732 0.02
C -2.08002 4.85585 -2.20826 -0.01
C -1.09793 5.21959 -1.27270 -0.05
C -0.31523 4.25027 -0.71485 0.00
C -0.49237 2.88899 -1.06482 -0.07
C 0.28126 1.88147 -0.40447 -0.48
O 1.13027 2.28161 0.51109 -0.33
O 0.15070 0.63686 -0.67945 -0.17
H -1.13474 0.65818 -1.98255 0.09
H -3.01153 3.26058 -3.30709 0.14
H -2.70300 5.62135 -2.65267 0.13
H -0.96327 6.25589 -0.99706 0.12
H 0.45252 4.50997 0.00017 0.13
```

The calculation puts the HOMO energy (spin up / spin down) at -13.40 / -13.38 eV. Its gap between HOMO and LUMO (spin up / spin down) is 0.175 / 0.173 Eh. The net charge is +2. For the energy relative to the best compared isomer or geometry (same formula, charge and spin), the calculation gives 0.0 kcal/mol. For the largest force on an atom, the calculation gives 1.48 eV Å⁻¹.

---

No. 3
Entry from the Open Molecules 2025 dataset: a structure of composition C20H17IrN3O8 (ωB97M-V with the def2-TZVPD basis set).

```
49
Properties=species:S:1:pos:R:3:lowdin_charge:R:1
Ir 0.25029 -0.08657 -0.26594 1.48
O -3.19725 -0.47844 2.24267 0.06
C -2.60025 -0.06895 1.26076 -0.62
O -1.87499 -0.71001 0.42667 -0.10
C -2.80834 1.47090 0.93557 -0.10
C -2.66144 1.69928 -0.57187 -0.27
C -3.15055 3.11165 -0.94012 -0.09
C -2.01462 3.98144 -0.34311 -0.09
C -1.06420 2.89459 0.20104 -0.26
O -1.25393 1.82533 -0.72581 -0.20
C -1.66426 2.33411 1.49678 -0.11
C -0.61411 1.49807 2.32661 -0.60
O -0.66859 1.64167 3.53696 0.05
O 0.21533 0.79628 1.65982 -0.14
H -3.78288 1.73117 1.34414 0.15
H -3.04260 0.89467 -1.19593 0.16
H -3.19573 3.20311 -2.02664 0.10
H -4.13149 3.33794 -0.52547 0.11
H -1.51140 4.57472 -1.10675 0.11
H -2.36178 4.64314 0.44866 0.11
H -0.01662 3.17543 0.24251 0.15
H -1.99811 3.10361 2.19035 0.15
C -1.99254 -0.13880 -5.44823 -0.09
C -1.59615 -1.45594 -5.25130 -0.09
C -0.89000 -1.81406 -4.12275 -0.02
C -0.53692 -0.84816 -3.16461 -0.22
C -0.89916 0.48119 -3.39560 -0.02
C -1.63849 0.82175 -4.51193 -0.08
N 0.17165 -1.19266 -2.01492 -0.08
N 0.64217 -2.37989 -1.97860 0.11
C 1.16316 -2.73486 -0.78430 -0.29
C 1.75448 -3.99425 -0.59452 -0.03
C 2.29834 -4.30902 0.62907 -0.10
C 2.27413 -3.38388 1.67441 -0.07
C 1.69866 -2.13227 1.49310 -0.07
C 1.12558 -1.80389 0.28253 -0.20
H -2.56394 0.13320 -6.32563 0.10
H -1.83631 -2.21109 -5.98894 0.10
H -0.59603 -2.83597 -3.94220 0.10
H -0.56750 1.23723 -2.69911 0.08
H -1.93670 1.85131 -4.66139 0.10
H 1.77912 -4.69555 -1.41861 0.11
H 2.75791 -5.27674 0.78324 0.09
H 2.71368 -3.63339 2.63083 0.10
H 1.68272 -1.41448 2.30298 0.11
O 3.48009 2.03866 -1.43821 0.04
N 2.47371 1.41315 -1.14301 -0.56
O 2.51201 0.24558 -0.66231 -0.07
O 1.32747 1.88262 -1.29284 -0.09
```

The calculation puts the HOMO energy at -5.55 eV. Its gap between HOMO and LUMO is 0.249 Eh. The net charge is -1. For the energy relative to the best compared isomer or geometry (same formula, charge and spin), the calculation gives 22.6 kcal/mol. For the largest force on an atom, the calculation gives 2.87 eV Å⁻¹.

---

- The highest energy relative to the best compared isomer or geometry (same formula, charge and spin) belongs to which entry?
  C20H17IrN3O8

---

Copy entry 3 word for word.
Entry from the Open Molecules 2025 dataset: a structure of composition C20H17IrN3O8 (ωB97M-V with the def2-TZVPD basis set).

```
49
Properties=species:S:1:pos:R:3:lowdin_charge:R:1
Ir 0.25029 -0.08657 -0.26594 1.48
O -3.19725 -0.47844 2.24267 0.06
C -2.60025 -0.06895 1.26076 -0.62
O -1.87499 -0.71001 0.42667 -0.10
C -2.80834 1.47090 0.93557 -0.10
C -2.66144 1.69928 -0.57187 -0.27
C -3.15055 3.11165 -0.94012 -0.09
C -2.01462 3.98144 -0.34311 -0.09
C -1.06420 2.89459 0.20104 -0.26
O -1.25393 1.82533 -0.72581 -0.20
C -1.66426 2.33411 1.49678 -0.11
C -0.61411 1.49807 2.32661 -0.60
O -0.66859 1.64167 3.53696 0.05
O 0.21533 0.79628 1.65982 -0.14
H -3.78288 1.73117 1.34414 0.15
H -3.04260 0.89467 -1.19593 0.16
H -3.19573 3.20311 -2.02664 0.10
H -4.13149 3.33794 -0.52547 0.11
H -1.51140 4.57472 -1.10675 0.11
H -2.36178 4.64314 0.44866 0.11
H -0.01662 3.17543 0.24251 0.15
H -1.99811 3.10361 2.19035 0.15
C -1.99254 -0.13880 -5.44823 -0.09
C -1.59615 -1.45594 -5.25130 -0.09
C -0.89000 -1.81406 -4.12275 -0.02
C -0.53692 -0.84816 -3.16461 -0.22
C -0.89916 0.48119 -3.39560 -0.02
C -1.63849 0.82175 -4.51193 -0.08
N 0.17165 -1.19266 -2.01492 -0.08
N 0.64217 -2.37989 -1.97860 0.11
C 1.16316 -2.73486 -0.78430 -0.29
C 1.75448 -3.99425 -0.59452 -0.03
C 2.29834 -4.30902 0.62907 -0.10
C 2.27413 -3.38388 1.67441 -0.07
C 1.69866 -2.13227 1.49310 -0.07
C 1.12558 -1.80389 0.28253 -0.20
H -2.56394 0.13320 -6.32563 0.10
H -1.83631 -2.21109 -5.98894 0.10
H -0.59603 -2.83597 -3.94220 0.10
H -0.56750 1.23723 -2.69911 0.08
H -1.93670 1.85131 -4.66139 0.10
H 1.77912 -4.69555 -1.41861 0.11
H 2.75791 -5.27674 0.78324 0.09
H 2.71368 -3.63339 2.63083 0.10
H 1.68272 -1.41448 2.30298 0.11
O 3.48009 2.03866 -1.43821 0.04
N 2.47371 1.41315 -1.14301 -0.56
O 2.51201 0.24558 -0.66231 -0.07
O 1.32747 1.88262 -1.29284 -0.09
```

The calculation puts the HOMO energy at -5.55 eV. Its gap between HOMO and LUMO is 0.249 Eh. The net charge is -1. For the energy relative to the best compared isomer or geometry (same formula, charge and spin), the calculation gives 22.6 kcal/mol. For the largest force on an atom, the calculation gives 2.87 eV Å⁻¹.

---

Please write out number 1 again, unchanged.
Entry from the Open Molecules 2025 dataset: a structure of composition C20H17BClCuF4I2N2O (ωB97M-V with the def2-TZVPD basis set).

```
49
Properties=species:S:1:pos:R:3:mulliken_spin:R:1
Cu 0.81362 -0.86543 -0.18963 0.75
I -6.42749 -0.64274 2.09018 0.00
C -4.49449 -1.11338 1.44999 0.00
C -3.91557 -2.31657 1.82781 0.00
C -2.62958 -2.59358 1.40356 0.00
I -1.72416 -4.37217 2.02090 0.00
C -1.86131 -1.71665 0.59413 -0.01
O -0.65860 -2.02702 0.25865 0.05
C -2.49370 -0.49109 0.23667 -0.01
C -1.81712 0.50850 -0.67395 0.00
N -0.48358 0.91151 -0.18913 0.00
C -0.52568 1.56146 1.11274 0.01
C -0.24277 0.60067 2.25121 0.00
C -0.88797 0.72683 3.47493 0.00
C -0.58982 -0.16651 4.48624 0.00
C 0.34827 -1.16091 4.25349 0.00
C 0.94073 -1.21763 3.00583 0.00
N 0.65524 -0.35674 2.02965 0.02
C -3.78537 -0.21730 0.66642 0.00
H -4.44910 -3.02220 2.44897 0.00
H -1.70776 0.10333 -1.67855 0.00
H -2.46631 1.39043 -0.73978 0.00
H -0.01738 1.48386 -0.88544 0.00
H 0.22181 2.35663 1.14105 0.00
H -1.50528 2.01937 1.28842 0.00
H -1.63952 1.49434 3.60996 0.00
H -1.09958 -0.10323 5.43943 0.00
H 0.59570 -1.89376 5.00881 0.00
H 1.65632 -1.99451 2.76230 0.00
H -4.24090 0.72280 0.37711 0.00
Cl 2.65512 2.74526 0.00866 0.00
C 2.98367 1.91664 -1.51737 0.04
C 3.18034 2.70971 -2.63783 -0.02
C 3.41203 2.11256 -3.86322 0.04
C 3.44622 0.72460 -3.93978 -0.02
C 3.25992 -0.04063 -2.80565 0.04
C 3.01112 0.52438 -1.54812 -0.04
C 2.73297 -0.31575 -0.36428 0.15
H 3.12900 3.78646 -2.54122 0.00
H 3.53320 2.72172 -4.74944 0.00
H 3.58380 0.23542 -4.89489 0.00
H 3.24852 -1.12084 -2.88484 0.00
H 2.99770 0.16880 0.57201 -0.01
H 3.22307 -1.29274 -0.44152 -0.01
F 0.71279 -0.88116 -4.61677 0.00
B -0.00258 -0.49171 -3.49212 0.01
F 0.57515 -1.13673 -2.32634 0.01
F 0.09426 0.89593 -3.25966 0.00
F -1.34497 -0.87024 -3.57961 0.00
```

The calculation puts the HOMO energy (spin up / spin down) at -4.85 / -5.01 eV. Its gap between HOMO and LUMO (spin up / spin down) is 0.258 / 0.264 Eh. Its spin multiplicity is 2. The net charge is -1. The expectation value of S² is 0.755. For the energy relative to the best compared isomer or geometry (same formula, charge and spin), the calculation gives 0.0 kcal/mol. For the largest force on an atom, the calculation gives 0.50 eV Å⁻¹.

---

- Which formula does entry 1 have?
  C20H17BClCuF4I2N2O